C28H54FIrN4O2Si2 | wB97M-V/def2-TZVPD

Geometry (Å):
Ir  0.105  -0.230  0.356
C  5.127  3.161  0.769
Si  3.386  2.461  0.648
C  3.034  1.332  2.075
C  3.139  1.716  -1.042
N  1.685  -0.924  0.033
C  2.427  -1.865  -0.639
C  3.294  -2.696  0.083
C  4.078  -3.635  -0.564
C  4.039  -3.762  -1.946
C  3.211  -2.926  -2.685
C  2.436  -1.999  -2.028
F  1.644  -1.180  -2.756
H  5.161  4.239  0.606
H  5.778  2.709  0.016
H  5.572  2.964  1.746
H  3.335  1.873  2.979
H  3.595  0.397  2.027
H  1.973  1.098  2.160
H  3.487  2.470  -1.757
H  2.086  1.514  -1.242
H  3.701  0.798  -1.216
H  3.317  -2.588  1.159
H  4.729  -4.274  0.018
H  4.651  -4.498  -2.448
H  3.160  -2.985  -3.764
C  -1.948  4.005  -2.558
N  -1.520  3.305  -1.370
C  -1.676  3.783  -0.010
C  -1.153  2.604  0.811
O  -1.130  2.534  2.006
N  -0.758  1.620  -0.097
C  -0.987  2.078  -1.330
N  -0.670  1.371  -2.404
H  -2.694  4.745  -2.277
H  -2.419  3.315  -3.260
H  -1.121  4.520  -3.053
H  -2.714  3.997  0.249
H  -1.065  4.666  0.179
H  -0.263  0.457  -2.247
H  -0.747  1.737  -3.334
C  -3.155  -3.580  -1.512
C  -2.334  -2.284  -1.436
C  -3.268  -1.152  -1.890
C  -1.208  -2.393  -2.469
Si  -1.619  -1.876  0.339
C  -3.099  -1.233  1.456
C  -4.326  -2.155  1.494
C  -2.572  -1.070  2.892
C  -3.626  0.149  1.025
C  -0.876  -3.506  1.139
C  -0.005  -4.260  0.122
C  0.047  -3.172  2.322
C  -1.929  -4.495  1.660
H  -3.561  -3.690  -2.526
H  -3.999  -3.576  -0.821
H  -2.562  -4.469  -1.308
H  -3.464  -1.246  -2.965
H  -2.849  -0.160  -1.712
H  -4.231  -1.202  -1.381
H  -1.632  -2.518  -3.473
H  -0.550  -3.239  -2.284
H  -0.567  -1.514  -2.472
H  -4.100  -3.164  1.833
H  -4.809  -2.228  0.518
H  -5.065  -1.733  2.186
H  -2.273  -2.020  3.332
H  -3.361  -0.651  3.526
H  -1.716  -0.389  2.939
H  -4.322  0.079  0.190
H  -2.828  0.827  0.741
H  -4.165  0.608  1.862
H  0.745  -3.619  -0.340
H  -0.588  -4.727  -0.670
H  0.534  -5.063  0.640
H  0.890  -2.560  2.006
H  0.438  -4.106  2.744
H  -0.461  -2.636  3.124
H  -2.640  -4.803  0.892
H  -2.489  -4.093  2.504
H  -1.420  -5.399  2.017
C  1.724  5.766  -0.333
C  2.440  5.112  0.839
C  1.893  5.581  2.176
O  2.291  3.712  0.744
H  1.833  6.851  -0.300
H  0.660  5.525  -0.299
H  2.129  5.401  -1.278
H  3.498  5.388  0.773
H  0.822  5.374  2.237
H  2.056  6.652  2.314
H  2.383  5.047  2.990

Computed properties:
* multiplicity: 1
* M: 746.15 g mol⁻¹
* E_HOMO: -7.10 eV
* LUMO level: 0.033 eV

C5H7NO | wB97M-V/def2-TZVPD

Geometry (Å):
C  -1.802  0.102  0.546
N  -0.424  -0.109  0.163
C  0.151  -1.347  -0.117
C  1.459  -1.130  -0.358
C  1.754  0.288  -0.343
C  0.507  0.852  -0.005
O  0.118  2.129  0.218
H  -2.286  0.783  -0.159
H  -1.851  0.531  1.548
H  -2.326  -0.857  0.536
H  -0.434  -2.248  -0.076
H  2.221  -1.850  -0.632
H  2.004  0.108  -1.387
H  0.894  2.688  0.073

Computed properties:
* multiplicity: 1
* M: 97.12 g mol⁻¹
* E_HOMO: -7.79 eV
* LUMO level: 0.788 eV
* SMILES: Cn1cccc1O
* energy above the lowest of the compared OMol25 structures with the same formula, charge and spin: 58.0 kcal per mole

C6H36NO13 | wB97M-V/def2-TZVPD

Geometry (Å):
C  1.519  0.649  3.323
O  1.975  1.367  2.134
C  0.357  -0.303  3.056
C  -0.933  0.438  2.636
C  -0.812  1.409  1.462
N  -0.302  1.824  -2.268
C  -0.606  2.160  -0.877
C  -0.555  1.188  0.118
H  1.187  1.457  3.984
H  2.495  0.237  3.588
H  0.715  -0.957  2.256
H  0.258  -0.956  3.924
H  -1.582  -0.353  2.231
H  -1.429  0.828  3.520
H  -0.965  2.458  1.743
H  1.151  1.676  1.704
H  0.689  1.900  -2.424
H  -0.799  2.458  -2.886
H  -0.834  3.180  -0.604
H  -0.298  0.154  -0.127
H  -0.665  -3.278  -3.147
H  0.563  -4.115  -3.078
O  -0.387  -4.186  -2.928
H  3.453  -1.204  0.795
H  2.501  -0.066  1.088
O  3.044  -0.459  0.368
H  -3.301  -0.109  0.161
H  -3.498  -1.567  0.597
O  -3.271  -1.042  -0.193
H  0.733  4.783  0.330
H  -0.674  4.435  -0.141
O  -0.144  5.176  0.173
H  2.607  3.305  0.834
H  2.476  2.739  -0.528
O  2.453  3.599  -0.069
H  -1.931  -2.751  2.213
H  -2.579  -3.377  0.877
O  -2.723  -3.115  1.800
H  2.359  1.036  -1.459
H  3.820  0.768  -0.909
O  3.287  1.259  -1.548
H  -1.412  -3.655  -1.395
H  -1.845  -2.468  -0.487
O  -1.355  -3.325  -0.479
H  -1.307  -0.808  -3.105
H  -2.372  -1.847  -3.330
O  -1.435  -1.783  -3.113
H  0.239  -3.354  0.138
H  1.694  -2.743  0.113
O  1.094  -3.285  0.625
H  1.162  -1.139  -2.355
H  2.651  -1.203  -1.979
O  1.983  -1.605  -2.551
H  -2.899  1.777  1.134
H  -2.891  1.733  -0.385
O  -3.492  1.681  0.370

Computed properties:
* net charge: -1
* multiplicity: 1
* M: 330.35 g mol⁻¹
* E_HOMO: -2.78 eV
* LUMO level: 2.553 eV
* energy above the lowest of the compared OMol25 structures with the same formula, charge and spin: 53.9 kcal per mole

C45H61BrIN2P3ReSe | wB97M-V/def2-TZVPD

Geometry (Å):
Re  0.149  0.192  -0.480
C  1.243  -3.565  0.570
P  1.427  -1.755  0.711
C  3.102  -1.661  0.013
C  1.599  -1.494  2.509
C  2.724  -0.804  2.956
C  2.916  -0.550  4.305
C  1.988  -1.013  5.224
C  0.875  -1.713  4.784
C  0.643  -1.957  3.432
P  -0.922  -2.797  2.885
C  -0.632  -4.505  3.510
C  -2.125  -2.236  4.156
H  2.068  -3.973  1.160
H  1.344  -3.903  -0.458
H  0.300  -3.926  0.962
H  3.817  -2.130  0.690
H  3.408  -0.644  -0.210
H  3.094  -2.225  -0.921
H  3.473  -0.462  2.254
H  3.795  -0.014  4.634
H  2.132  -0.840  6.282
H  0.164  -2.069  5.518
H  -0.047  -4.509  4.430
H  -0.134  -5.136  2.775
H  -1.608  -4.946  3.720
H  -1.902  -2.618  5.153
H  -3.107  -2.610  3.863
H  -2.179  -1.149  4.202
Br  -0.561  0.628  2.068
C  -1.404  2.306  1.791
C  -1.750  3.093  2.847
C  -2.455  4.285  2.573
C  -2.818  4.584  1.289
C  -2.479  3.730  0.213
C  -2.965  3.947  -1.101
C  -2.714  3.037  -2.084
C  -1.919  1.898  -1.827
C  -1.314  1.690  -0.603
C  -1.693  2.579  0.454
H  -1.502  2.817  3.862
H  -2.727  4.938  3.389
H  -3.395  5.475  1.080
H  -3.584  4.813  -1.295
H  -3.132  3.169  -3.072
H  -1.771  1.197  -2.637
Se  -3.161  -0.519  0.062
N  -1.587  -1.116  -0.620
C  -1.761  -2.400  -0.948
C  -0.832  -3.256  -1.606
C  -1.194  -4.531  -1.890
C  -2.481  -5.062  -1.546
C  -3.405  -4.284  -0.941
C  -3.070  -2.924  -0.641
N  -3.921  -2.084  -0.085
H  0.127  -2.871  -1.914
H  -0.497  -5.175  -2.410
H  -2.708  -6.088  -1.796
H  -4.392  -4.641  -0.688
C  6.457  0.958  -2.210
C  6.058  0.388  -0.858
C  4.935  1.229  -0.249
C  3.838  1.599  -1.291
C  3.938  0.661  -2.504
C  5.292  0.838  -3.202
P  2.143  2.013  -0.566
C  1.486  3.365  -1.686
C  1.089  2.871  -3.091
C  0.346  3.951  -3.875
C  1.194  5.204  -4.030
C  1.652  5.693  -2.665
C  2.386  4.598  -1.890
C  2.720  2.766  1.053
C  1.653  3.178  2.073
C  2.303  3.872  3.269
C  2.905  5.229  2.891
C  3.238  5.255  1.401
C  3.785  3.902  0.948
H  7.342  0.456  -2.599
H  6.738  2.007  -2.077
H  6.905  0.382  -0.171
H  5.746  -0.655  -0.970
H  5.372  2.149  0.135
H  4.535  0.716  0.627
H  4.108  2.590  -1.671
H  3.162  0.858  -3.238
H  3.814  -0.378  -2.188
H  5.249  1.723  -3.842
H  5.447  -0.011  -3.869
H  0.571  3.693  -1.173
H  0.485  1.967  -3.059
H  2.000  2.629  -3.643
H  -0.576  4.208  -3.347
H  0.056  3.554  -4.850
H  0.636  5.982  -4.551
H  2.069  4.980  -4.649
H  0.786  6.023  -2.081
H  2.308  6.559  -2.764
H  2.728  5.012  -0.949
H  3.274  4.310  -2.460
H  3.220  1.893  1.487
H  1.160  2.285  2.436
H  0.893  3.825  1.625
H  3.080  3.207  3.663
H  1.572  3.984  4.072
H  3.802  5.418  3.482
H  2.205  6.033  3.124
H  3.962  6.040  1.179
H  2.334  5.507  0.842
H  4.609  3.641  1.617
H  4.227  3.970  -0.042
I  -0.405  -0.828  -4.005
C  0.871  -0.436  -2.337
H  1.526  0.334  -2.728
H  1.492  -1.333  -2.251

Computed properties:
* net charge: +2
* multiplicity: 2
* M: 1194.89 g mol⁻¹
* E_HOMO (alpha / beta): -13.37 / -13.31 eV
* LUMO level (alpha / beta): -7.405 / -7.035 eV
* energy above the lowest of the compared OMol25 structures with the same formula, charge and spin: 17.4 kcal per mole

C5H12O2 | wB97M-V/def2-TZVPD

Geometry (Å):
C  2.593  0.316  -0.676
O  1.251  0.642  -0.554
C  0.521  -0.499  -0.214
C  -0.978  -0.088  -0.139
C  -1.791  -1.323  0.225
C  -1.275  1.062  0.864
O  -0.741  2.310  0.494
H  3.102  -0.522  -0.195
H  2.553  -0.257  -1.900
H  3.286  1.158  -0.499
H  0.996  -1.416  -1.046
H  0.862  -0.877  0.771
H  -1.270  0.287  -1.128
H  -2.861  -1.101  0.212
H  -1.531  -1.682  1.230
H  -1.593  -2.133  -0.484
H  -2.364  1.214  0.922
H  -0.942  0.753  1.873
H  0.181  2.154  0.246

Computed properties:
* multiplicity: 1
* M: 104.15 g mol⁻¹
* E_HOMO: -9.99 eV
* LUMO level: 0.872 eV
* energy above the lowest of the compared OMol25 structures with the same formula, charge and spin: 69.5 kcal per mole